This record from OMol25 describes a molecular structure, C2EuF6NO4S2. The level of theory is ωB97M-V with the def2-TZVPD basis set.

Values from the calculation:
E_HOMO (alpha / beta)	-9.77 / -9.78	eV
M	432.111	g mol⁻¹
orbital gap (alpha / beta)	4.8 / 7.1	eV
multiplicity	7
F_max	0.067	Eh/bohr
E	-69054.889	eV
net charge	0

The geometry in XYZ format:
```
16
Properties=species:S:1:pos:R:3:forces:R:3:mulliken_charge:R:1
F -3.032990 1.703834 3.214514 -0.0347 -0.0684 -0.0889 -0.212
O 0.324313 0.052718 2.485127 0.0984 -0.3557 -1.6739 -0.712
Eu 1.871738 -0.461018 0.674031 -1.4810 0.6446 -3.0200 1.788
F 0.173556 0.238937 -4.140136 0.1516 -0.0438 0.1517 -0.216
F -1.314549 1.488227 4.504722 0.0823 -0.0092 0.0802 -0.221
F 0.150294 -1.909797 -3.916910 0.2017 0.0521 0.1675 -0.210
S 1.870079 -0.634850 -2.318105 1.3045 -1.0870 -2.0072 1.177
O 2.840686 -0.917548 -3.399129 -1.6418 0.6444 2.2709 -0.602
F -0.778031 -0.662166 -2.425003 -0.1798 0.0366 0.3309 -0.239
O 1.706832 -1.830972 -1.350798 0.1459 0.9130 1.3564 -0.759
N 1.907012 0.642666 -1.511634 -0.0042 -0.7831 2.5900 -0.888
C 0.257100 -0.757549 -3.257890 0.0648 0.0981 -0.1636 0.685
C -1.710632 1.547982 3.240973 0.0944 -0.3081 0.2085 0.618
O -1.841037 -1.076808 3.223276 0.9421 1.4847 -1.3410 -0.582
S -1.274506 -0.027987 2.315161 0.0551 -1.4947 1.3607 0.606
F -1.149865 2.604334 2.661807 0.2006 0.2764 -0.2223 -0.232
```
Forces are in eV/Å.